Density functional theory data (ωB97M-V with the def2-TZVPD basis set) for C62H46AuF9N4O2PS3 as an isolated structure.

Geometry (Å):
1 Au 0.7743 0.4777 -0.5304
2 C -7.9038 -1.1925 0.1374
3 C -6.4127 -1.0568 0.2262
4 C -5.6336 -0.9211 -0.9267
5 C -4.2579 -0.8140 -0.8550
6 C -3.6544 -0.8249 0.3975
7 C -4.4032 -0.9332 1.5654
8 C -5.7785 -1.0559 1.4681
9 S -1.9176 -0.8119 0.6399
10 O -1.3550 0.1541 -0.4545
11 C -1.3935 -2.4045 0.0518
12 C -1.3938 -2.6588 -1.3394
13 C -0.9836 -3.8794 -1.7808
14 C -0.5324 -4.8719 -0.8699
15 C -0.0709 -6.1264 -1.3302
16 C 0.4037 -7.0556 -0.4490
17 C 0.4479 -6.7688 0.9323
18 C 0.0009 -5.5692 1.4083
19 C -0.5157 -4.5949 0.5201
20 C -0.9773 -3.3247 0.9794
21 C -0.9639 -2.9894 2.4316
22 C -1.8963 -3.5938 3.3206
23 C -2.9158 -4.4692 2.8614
24 C -3.7976 -5.0234 3.7420
25 C -3.7091 -4.7400 5.1245
26 C -2.7507 -3.8907 5.5918
27 C -1.8267 -3.2864 4.7032
28 C -0.8514 -2.3717 5.1672
29 C 0.0093 -1.7594 4.3026
30 C -0.0531 -2.0938 2.9361
31 S 1.0684 -1.2003 1.8544
32 O 1.7878 -0.2304 2.7176
33 C 2.1880 -2.4773 1.3244
34 C 3.1438 -2.9345 2.2197
35 C 4.0401 -3.9067 1.8041
36 C 3.9916 -4.4294 0.5123
37 C 4.9490 -5.4988 0.0715
38 C 3.0245 -3.9418 -0.3698
39 C 2.1317 -2.9609 0.0249
40 H -8.2382 -1.2855 -0.8932
41 H -8.3932 -0.3219 0.5770
42 H -8.2445 -2.0665 0.6927
43 H -6.1174 -0.9101 -1.8950
44 H -3.6689 -0.7096 -1.7563
45 H -3.9149 -0.9374 2.5331
46 H -6.3711 -1.1498 2.3693
47 H -1.7192 -1.8951 -2.0322
48 H -0.9908 -4.1074 -2.8396
49 H -0.0971 -6.3374 -2.3919
50 H 0.7479 -8.0166 -0.8067
51 H 0.8334 -7.5097 1.6196
52 H 0.0400 -5.3600 2.4690
53 H -2.9922 -4.6963 1.8056
54 H -4.5699 -5.6899 3.3823
55 H -4.4068 -5.2004 5.8107
56 H -2.6839 -3.6637 6.6481
57 H -0.7981 -2.1561 6.2270
58 H 0.7467 -1.0464 4.6424
59 H 3.1831 -2.5383 3.2270
60 H 4.7817 -4.2768 2.5007
61 H 5.6805 -5.7253 0.8439
62 H 5.4832 -5.1975 -0.8303
63 H 4.4130 -6.4189 -0.1667
64 H 2.9642 -4.3493 -1.3724
65 H 1.3755 -2.6015 -0.6673
66 N 4.9399 -0.2091 -0.7616
67 C 4.9295 0.5763 0.3676
68 C 3.6341 0.9151 0.5760
69 N 2.8695 0.3411 -0.4229
70 C 3.6906 -0.3281 -1.2145
71 H 5.7552 -0.6282 -1.1821
72 H 5.8238 0.8216 0.9116
73 H 3.1994 1.4856 1.3751
74 H 3.4103 -0.8955 -2.0853
75 S -0.3778 2.5121 1.9088
76 C -0.0355 3.9537 2.8188
77 N -0.7068 5.1023 2.5627
78 C -0.4575 6.2303 3.2592
79 C 0.4635 6.1920 4.2708
80 C 1.0906 4.9688 4.5091
81 N 0.8620 3.8818 3.7743
82 H -1.4116 5.1162 1.8293
83 H -1.0215 7.1085 2.9770
84 H 0.6858 7.0708 4.8569
85 H 1.8105 4.8578 5.3111
86 F -4.0984 6.2359 0.6874
87 C -2.8980 6.6853 0.3261
88 F -2.2584 7.0596 1.4784
89 F -3.0432 7.7712 -0.4162
90 C -2.0673 5.6208 -0.3487
91 C -0.9422 5.9963 -1.0749
92 C -0.1078 5.0229 -1.6007
93 C -0.3831 3.6720 -1.3810
94 C -1.5334 3.3053 -0.6838
95 C -2.3827 4.2826 -0.1725
96 P 0.7232 2.3842 -2.0489
97 C 0.2058 2.0596 -3.7364
98 C 0.5338 2.9282 -4.7787
99 C 0.0252 2.6929 -6.0443
100 C -0.8083 1.6028 -6.2621
101 C -1.1411 0.7406 -5.2289
102 C -0.6318 0.9686 -3.9609
103 C -1.3248 1.3344 -7.6610
104 F -2.4575 0.6239 -7.6310
105 F -0.4188 0.6368 -8.3600
106 F -1.5617 2.4749 -8.3134
107 C 2.3852 3.0693 -2.0213
108 C 2.8008 3.8119 -0.9122
109 C 4.1274 4.1687 -0.7755
110 C 5.0499 3.7703 -1.7362
111 C 4.6482 3.0472 -2.8462
112 C 3.3141 2.6883 -2.9863
113 C 6.5062 4.1149 -1.5177
114 F 6.6943 5.4368 -1.4990
115 F 7.2888 3.5876 -2.4609
116 F 6.9112 3.6293 -0.3269
117 H -0.7262 7.0450 -1.2346
118 H 0.7691 5.3222 -2.1600
119 H -1.7930 2.2595 -0.5663
120 H -3.2917 3.9996 0.3438
121 H 1.1733 3.7854 -4.6114
122 H 0.2673 3.3590 -6.8615
123 H -1.7962 -0.0984 -5.4181
124 H -0.8878 0.3023 -3.1441
125 H 2.0852 4.1040 -0.1533
126 H 4.4569 4.7475 0.0775
127 H 5.3713 2.7640 -3.5985
128 H 3.0070 2.1114 -3.8493

Atomic forces in eV per Å
Au -0.091 -0.470 0.159
C 0.002 0.019 0.017
C -0.012 -0.001 -0.006
C 0.008 0.008 -0.017
C 0.003 0.033 0.019
C 0.012 -0.020 -0.017
C -0.029 -0.004 -0.024
C 0.003 0.006 -0.001
S 0.078 -0.134 0.083
O 0.093 0.289 -0.251
C -0.080 0.092 -0.054
C 0.029 -0.068 0.006
C 0.016 0.024 0.005
C -0.036 -0.016 0.000
C 0.008 0.008 -0.018
C 0.016 0.005 0.037
C 0.010 -0.006 -0.015
C -0.015 0.028 0.000
C 0.009 -0.034 0.005
C 0.058 0.058 0.011
C 0.029 -0.038 0.047
C -0.063 0.027 -0.057
C 0.032 0.005 -0.006
C -0.002 -0.009 0.019
C -0.007 -0.010 -0.018
C 0.015 0.009 0.008
C -0.010 0.009 0.019
C 0.010 -0.009 -0.018
C 0.006 -0.041 0.016
C 0.028 0.032 -0.030
S 0.162 0.017 -0.171
O -0.060 0.045 -0.118
C 0.102 0.112 0.116
C -0.024 -0.084 0.013
C -0.025 0.004 0.041
C -0.003 0.002 -0.029
C -0.014 -0.012 -0.004
C 0.011 -0.009 0.012
C -0.066 -0.006 0.001
H -0.002 -0.005 -0.003
H 0.002 0.005 -0.004
H 0.000 -0.007 -0.008
H -0.010 -0.003 0.001
H 0.007 -0.006 0.000
H -0.003 -0.008 0.008
H 0.004 -0.007 0.004
H -0.024 -0.008 -0.001
H 0.001 -0.010 -0.003
H -0.018 -0.006 -0.005
H 0.003 -0.006 -0.001
H 0.005 -0.009 -0.004
H -0.021 0.008 0.008
H 0.007 -0.008 -0.005
H -0.002 -0.007 0.011
H -0.012 0.000 -0.007
H 0.007 0.000 0.003
H -0.018 0.008 0.001
H 0.003 0.018 -0.006
H 0.015 0.022 -0.003
H 0.014 0.007 -0.008
H 0.003 0.004 0.002
H 0.007 -0.003 0.001
H -0.011 0.000 0.007
H 0.005 0.007 -0.012
H -0.009 0.014 0.002
N 0.055 0.038 -0.005
C -0.012 0.010 0.009
C 0.073 -0.055 -0.088
N -0.082 0.098 0.129
C -0.116 -0.053 -0.022
H -0.010 -0.007 0.000
H 0.021 -0.022 0.001
H -0.048 -0.004 0.031
H 0.010 -0.008 -0.002
S 0.097 -0.007 0.129
C -0.118 0.176 -0.022
N 0.175 -0.133 0.173
C 0.120 0.057 0.211
C 0.028 -0.076 0.001
C -0.004 0.014 -0.016
N 0.044 -0.061 0.030
H 0.096 0.004 0.060
H 0.197 -0.132 0.191
H -0.015 -0.001 0.008
H 0.016 -0.002 -0.008
F 0.118 0.050 -0.002
C -0.380 -0.020 -0.454
F -0.311 0.196 -0.216
F 0.064 -0.055 0.102
C -0.035 0.055 -0.054
C -0.015 0.046 -0.003
C 0.011 -0.067 0.086
C 0.124 0.141 -0.133
C -0.036 -0.113 -0.053
C -0.100 0.027 -0.008
P -0.065 0.112 0.226
C -0.041 -0.084 0.062
C -0.069 0.002 -0.023
C 0.022 0.002 0.009
C -0.028 -0.011 -0.017
C 0.010 0.006 -0.022
C 0.039 -0.020 0.009
C 0.008 0.012 -0.014
F 0.016 0.009 0.003
F -0.020 0.016 0.018
F 0.007 -0.025 0.015
C 0.037 -0.042 -0.057
C -0.013 0.021 -0.051
C -0.007 0.045 -0.015
C 0.021 -0.002 0.004
C 0.009 -0.008 0.004
C -0.038 0.031 0.009
C -0.006 0.041 -0.024
F -0.015 -0.063 0.008
F -0.018 0.023 0.034
F 0.006 0.003 -0.024
H 0.011 0.003 -0.010
H -0.008 0.014 -0.018
H -0.002 0.012 -0.037
H 0.007 -0.019 0.010
H 0.015 0.010 0.006
H 0.001 0.002 -0.001
H 0.001 -0.007 0.004
H -0.013 0.005 0.007
H 0.009 -0.002 0.038
H -0.002 -0.014 0.017
H 0.002 -0.016 0.002
H -0.002 -0.012 -0.009

LUMO level (spin up / spin down), Eh: -0.2888 / -0.3772
Expectation value of S²: 2.010
Total charge: +3
2S+1: 3
Calculated total energy, Eh: -5329.32998
Energy relative to the best compared isomer or geometry (same formula, charge and spin), kcal per mole: 0.00